(1)
Entry from the Open Molecules 2025 dataset: a structure of composition C48H42N5O in a non-equilibrium geometry (ωB97M-V with the def2-TZVPD basis set).

```
! RIJCOSX wB97M-V def2-TZVPD def2/J DEFGRID3
* xyz 1 1
C 0.909 3.577 4.515
N 0.876 2.694 3.373
C 1.862 2.682 2.418
O 2.840 3.425 2.394
C 1.526 1.558 1.442
C 2.718 0.645 1.158
C 3.181 -0.047 2.417
C 4.031 0.625 3.299
C 4.348 0.064 4.535
C 3.821 -1.183 4.891
C 3.033 -1.894 3.977
C 2.760 -1.347 2.723
N 0.417 0.882 2.114
C -0.179 -0.235 1.653
C -0.815 -1.129 2.513
C -1.263 -2.417 2.235
C -2.579 -2.820 2.606
C -3.256 -3.875 1.933
C -4.508 -4.316 2.345
C -5.144 -3.724 3.444
C -4.518 -2.665 4.114
C -3.283 -2.194 3.690
C -0.039 1.567 3.334
C -1.474 1.999 3.301
C -1.835 3.204 2.816
C -3.148 3.810 2.949
C -3.457 4.968 2.196
C -4.673 5.622 2.363
C -5.612 5.134 3.287
C -5.326 3.977 4.028
C -4.112 3.309 3.856
H 1.685 4.330 4.357
H -0.066 4.062 4.627
H 1.123 3.010 5.432
H 1.158 2.032 0.513
H 2.435 -0.077 0.383
H 3.518 1.288 0.766
H 4.417 1.607 3.015
H 4.995 0.613 5.221
H 4.035 -1.603 5.874
H 2.632 -2.877 4.231
H 2.190 -1.914 1.981
H -0.166 -0.357 0.567
H -0.978 -0.734 3.525
H -0.420 -3.322 1.776
H -2.762 -4.323 1.069
H -4.994 -5.129 1.805
H -6.123 -4.078 3.771
H -5.007 -2.197 4.972
H -2.814 -1.362 4.220
H 0.120 0.914 4.214
H -2.213 1.243 3.574
H -1.098 3.788 2.251
H -2.713 5.333 1.484
H -4.893 6.515 1.776
H -6.560 5.654 3.427
H -6.053 3.597 4.748
H -3.877 2.411 4.433
C 2.648 -2.349 -2.285
C 1.706 -1.739 -1.438
C 0.965 -2.524 -0.548
C 1.199 -3.896 -0.535
N 0.691 -4.673 0.515
C 0.006 -4.354 1.605
N -0.004 -5.469 2.376
C -0.638 -5.656 3.633
C -0.651 -4.599 4.531
C -1.374 -4.727 5.723
C -2.022 -5.932 6.017
C -1.980 -6.998 5.115
C -1.289 -6.856 3.905
C 0.704 -6.476 1.656
C 1.095 -7.821 2.078
C 1.192 -8.780 1.045
C 1.687 -10.054 1.308
C 2.117 -10.384 2.603
C 2.042 -9.435 3.631
C 1.538 -8.158 3.379
N 1.097 -5.987 0.513
C 2.079 -4.529 -1.400
C 2.826 -3.741 -2.283
H 3.244 -1.724 -2.954
H 1.552 -0.659 -1.478
H 0.237 -2.141 0.169
H -0.129 -3.674 4.276
H -1.422 -3.884 6.413
H -2.568 -6.036 6.957
H -2.479 -7.941 5.339
H -1.252 -7.672 3.181
H 0.876 -8.496 0.040
H 1.743 -10.786 0.501
H 2.516 -11.380 2.807
H 2.382 -9.690 4.637
H 1.491 -7.411 4.172
H 2.196 -5.607 -1.328
H 3.540 -4.224 -2.950
*
```

- LUMO energy (eV) = -3.9
- molecular weight (g/mol) = 704.9
- F_max (eV/A) = 5.373
- Kohn-Sham gap (eV) = 6.0969
- energy relative to the best compared isomer or geometry (same formula, charge and spin) (eV) = 2.063

In elementary charge units, the Löwdin charges are:
1 C 0.00
2 N -0.05
3 C -0.38
4 O 0.08
5 C -0.15
6 C -0.07
7 C -0.21
8 C -0.03
9 C -0.07
10 C -0.08
11 C -0.08
12 C -0.04
13 N 0.01
14 C -0.03
15 C -0.07
16 C -0.06
17 C -0.22
18 C -0.01
19 C -0.06
20 C -0.05
21 C -0.07
22 C -0.01
23 C -0.24
24 C -0.02
25 C -0.04
26 C -0.22
27 C -0.04
28 C -0.08
29 C -0.07
30 C -0.08
31 C -0.03
32 H 0.10
33 H 0.09
34 H 0.10
35 H 0.17
36 H 0.09
37 H 0.14
38 H 0.12
39 H 0.11
40 H 0.10
41 H 0.10
42 H 0.10
43 H 0.13
44 H 0.10
45 H -0.04
46 H 0.12
47 H 0.11
48 H 0.11
49 H 0.11
50 H 0.10
51 H 0.16
52 H 0.10
53 H 0.13
54 H 0.11
55 H 0.11
56 H 0.11
57 H 0.11
58 H 0.10
59 C -0.06
60 C -0.07
61 C -0.01
62 C -0.19
63 N 0.00
64 C 0.01
65 N 0.11
66 C -0.21
67 C -0.01
68 C -0.05
69 C -0.07
70 C -0.05
71 C -0.01
72 C -0.16
73 C -0.17
74 C -0.02
75 C -0.06
76 C -0.06
77 C -0.06
78 C -0.03
79 N 0.19
80 C -0.01
81 C -0.05
82 H 0.11
83 H 0.10
84 H 0.07
85 H 0.11
86 H 0.11
87 H 0.11
88 H 0.12
89 H 0.12
90 H 0.12
91 H 0.11
92 H 0.11
93 H 0.11
94 H 0.12
95 H 0.11
96 H 0.11

(2)
Entry from the Open Molecules 2025 dataset: a structure of composition C48H42O5P2PdS in a non-equilibrium geometry (ωB97M-V with the def2-TZVPD basis set).

```
! RIJCOSX wB97M-V def2-TZVPD def2/J DEFGRID3
* xyz 0 1
Pd 0.449 -0.079 0.389
C 1.935 -2.618 2.663
C 0.767 -1.989 3.425
P -0.282 -0.866 2.394
C -1.891 -1.700 2.293
C -2.542 -2.292 3.373
C -3.781 -2.885 3.195
C -4.370 -2.914 1.939
C -3.712 -2.361 0.851
C -2.478 -1.757 1.027
C -0.352 0.572 3.533
C 0.469 1.670 3.263
C 0.480 2.763 4.111
C -0.342 2.783 5.229
C -1.152 1.696 5.509
C -1.144 0.587 4.675
C 3.076 -1.631 2.415
P 2.785 -0.670 0.851
C 4.265 0.352 0.702
C 4.900 0.496 -0.530
C 6.015 1.311 -0.634
C 6.476 2.014 0.472
C 5.810 1.915 1.685
C 4.703 1.091 1.800
C 3.028 -2.054 -0.324
C 1.961 -2.550 -1.068
C 2.123 -3.664 -1.878
C 3.353 -4.298 -1.946
C 4.423 -3.811 -1.210
C 4.263 -2.696 -0.405
H 1.580 -3.016 1.708
H 2.313 -3.465 3.238
H 1.139 -1.407 4.268
H 0.120 -2.777 3.814
H -2.089 -2.293 4.358
H -4.292 -3.328 4.039
H -5.341 -3.374 1.808
H -4.158 -2.398 -0.134
H -1.968 -1.312 0.182
H 1.081 1.681 2.371
H 1.114 3.611 3.886
H -0.351 3.648 5.879
H -1.799 1.711 6.376
H -1.775 -0.263 4.909
H 4.018 -2.164 2.291
H 3.185 -0.951 3.264
H 4.509 -0.010 -1.405
H 6.516 1.411 -1.588
H 7.350 2.647 0.385
H 6.148 2.490 2.537
H 4.180 1.021 2.747
H 0.993 -2.062 -1.023
H 1.290 -4.034 -2.461
H 3.480 -5.170 -2.574
H 5.386 -4.303 -1.261
H 5.106 -2.318 0.162
O -0.536 0.263 -1.865
C 0.380 0.671 -2.889
C 1.820 0.328 -2.313
O 2.704 -0.138 -3.014
O 1.938 0.666 -1.079
C -0.065 0.004 -4.194
C 0.786 -0.579 -5.127
C 0.282 -1.083 -6.320
C -1.073 -1.017 -6.599
C -1.931 -0.450 -5.668
C -1.431 0.054 -4.479
C 0.472 2.182 -3.107
C -0.082 3.112 -2.238
C 0.074 4.474 -2.470
C 0.808 4.923 -3.554
C 1.385 3.998 -4.414
C 1.216 2.643 -4.195
H -1.144 0.978 -1.611
H 1.841 -0.643 -4.914
H 0.959 -1.530 -7.038
H -1.460 -1.402 -7.534
H -2.993 -0.396 -5.870
H -2.111 0.500 -3.765
H -0.631 2.809 -1.358
H -0.377 5.183 -1.787
H 0.940 5.984 -3.722
H 1.974 4.336 -5.257
H 1.670 1.927 -4.867
O -8.542 0.659 0.587
C -7.645 0.430 1.570
O -8.036 0.061 2.644
C -6.205 0.654 1.258
C -5.290 0.470 2.295
C -3.943 0.689 2.103
C -3.453 1.086 0.853
S -1.772 1.489 0.601
C -4.365 1.235 -0.196
C -5.718 1.039 0.008
H -8.112 0.952 -0.220
H -5.672 0.165 3.260
H -3.250 0.567 2.922
H -4.002 1.524 -1.174
H -6.379 1.192 -0.839
*
```

- LUMO energy (eV) = -1.3
- molecular weight (g/mol) = 899.3
- F_max (eV/A) = 2.303
- Kohn-Sham gap (eV) = 6.2469
- energy relative to the best compared isomer or geometry (same formula, charge and spin) (eV) = 1.324

In elementary charge units, the Löwdin charges are:
1 Pd 0.52
2 C -0.29
3 C -0.29
4 P 0.97
5 C -0.36
6 C -0.10
7 C -0.07
8 C -0.07
9 C -0.06
10 C -0.13
11 C -0.38
12 C -0.13
13 C -0.07
14 C -0.08
15 C -0.07
16 C -0.10
17 C -0.31
18 P 1.06
19 C -0.34
20 C -0.07
21 C -0.06
22 C -0.07
23 C -0.08
24 C -0.09
25 C -0.35
26 C -0.10
27 C -0.06
28 C -0.07
29 C -0.07
30 C -0.09
31 H 0.09
32 H 0.11
33 H 0.09
34 H 0.08
35 H 0.10
36 H 0.11
37 H 0.11
38 H 0.12
39 H 0.07
40 H 0.07
41 H 0.11
42 H 0.11
43 H 0.11
44 H 0.09
45 H 0.09
46 H 0.08
47 H 0.10
48 H 0.11
49 H 0.10
50 H 0.10
51 H 0.10
52 H 0.08
53 H 0.11
54 H 0.11
55 H 0.11
56 H 0.11
57 O -0.13
58 C -0.30
59 C -0.56
60 O 0.06
61 O -0.20
62 C -0.13
63 C -0.03
64 C -0.08
65 C -0.10
66 C -0.08
67 C -0.02
68 C -0.13
69 C -0.02
70 C -0.07
71 C -0.09
72 C -0.07
73 C -0.01
74 H -0.02
75 H 0.10
76 H 0.10
77 H 0.10
78 H 0.10
79 H 0.11
80 H 0.04
81 H 0.10
82 H 0.10
83 H 0.10
84 H 0.12
85 O 0.12
86 C -0.48
87 O 0.11
88 C -0.14
89 C -0.01
90 C -0.10
91 C -0.65
92 S 0.70
93 C -0.10
94 C -0.03
95 H 0.08
96 H 0.12
97 H 0.09
98 H 0.10
99 H 0.11

Question: Which of these has the lowest F_max?
Answer: C48H42O5P2PdS

Question: Which formula does entry 2 have?
Answer: C48H42O5P2PdS

Question: energy relative to the best compared isomer or geometry (same formula, charge and spin) of number 2 (C48H42O5P2PdS)?
Answer: 1.324 eV